This record from OMol25 describes 2 unconnected molecules or ions with the total composition C5H7IN at a distorted geometry. The level of theory is wB97M-V/def2-TZVPD.

Each line ends with the Löwdin charge.
Atoms and positions in Å:
C -1.481 -0.294 -1.478  -0.041
C -1.595 -0.977 -0.390  0.107
C -0.498 -1.305 0.452  -0.121
C 0.626 -0.705 -0.409  -0.029
C 0.025 -0.079 -1.446  -0.715
N 0.846 1.522 1.606  0.027
I 0.771 1.194 -2.866  1.140
H -2.184 0.052 -2.210  0.122
H -0.602 -0.781 1.408  0.135
H -0.483 -2.379 0.720  0.159
H 1.741 -0.729 -0.212  0.165
H 0.886 2.292 2.264  0.032
H 0.663 1.607 0.643  -0.045
H 1.285 0.581 1.918  0.066

Properties
Total charge: +1
Energy above the lowest of the compared OMol25 structures with the same formula, charge and spin, kcal per mole: 0.0
Spin multiplicity: 3
Electronic energy, eV: -14876.4314
HOMO-LUMO gap (alpha / beta), hartree: 0.30853 / 0.18146